15 unconnected molecules or ions with the total composition C45H70F15N5O25 at a distorted geometry. Source: OMol25; level of theory: ωB97M-V with the def2-TZVPD basis set.

## Properties
Total charge: 0
Kohn-Sham gap, eV: 10.8
E_HOMO, Eh: -0.39587
Energy above the lowest of the compared OMol25 structures with the same formula, charge and spin, eV: 0.0000
Max |F|, Eh/bohr: 0.097

CARTESIAN COORDINATES (ANGSTROEM)
F: -0.937142 -8.467658 34.588176
F: 2.359431 -5.625534 40.502724
F: -3.532060 -8.976031 43.870158
F: -1.874529 -10.213044 44.626451
F: 1.444649 -12.163927 39.321108
F: 0.712569 -7.121898 40.341654
F: 4.903550 -11.270970 43.920225
F: -1.354467 -8.302528 43.829106
F: 5.176758 -13.390908 43.815349
F: 0.554968 -9.674207 33.913498
F: 1.651988 -13.764454 40.891748
F: 6.888658 -12.067766 44.129982
F: -0.306396 -13.165503 40.113520
F: 0.635778 -5.454944 41.776633
F: 0.063301 -9.867256 35.981329
O: -0.324162 -18.766205 43.535916
O: 6.527745 -11.098475 41.546695
O: 4.234080 -10.676761 35.188063
O: 1.894352 -14.021801 37.571241
O: 2.319265 -8.401970 41.883889
O: -1.265733 -9.406324 41.496945
O: -1.522342 -17.436312 42.286233
O: 0.437101 -15.460901 38.653238
O: -0.102305 -16.282546 32.550741
O: -2.376447 -10.538081 33.500295
O: 3.946802 -16.298503 40.885565
O: 2.767630 -6.564531 43.162122
O: 0.259359 -16.486267 43.381438
O: 2.817394 -18.278454 41.085509
O: -1.540970 -11.804602 35.186901
O: 3.394359 -8.220004 37.968128
O: 0.166698 -18.294308 32.053150
O: -2.825006 -10.996137 42.075042
O: 4.895689 -7.169706 39.152398
O: 4.641807 -9.479711 39.478389
O: 6.507705 -10.030287 34.995213
O: 4.285392 -17.688222 39.417756
O: -0.573694 -16.913320 30.467258
O: 5.734709 -13.204774 41.312799
O: 5.189173 -10.024665 33.275681
N: 4.961336 -18.429439 32.932043
N: 2.137697 -13.151796 44.516430
N: 4.684591 -15.023797 33.122903
N: 8.050847 -15.479916 35.332155
N: -1.836987 -18.711776 37.284215
C: 4.216466 -18.943049 38.788234
C: -2.187331 -9.940021 42.336552
C: 2.918850 -9.386461 42.633791
C: 1.123583 -13.263935 44.042412
C: 1.052434 -14.410544 38.634562
C: 7.291483 -14.588649 35.533782
C: -0.459520 -17.466338 43.130780
C: 2.257872 -13.710064 35.354283
C: 7.544411 -9.485398 34.232002
C: 0.269671 -19.387207 31.141015
C: 0.983754 -13.321046 39.806415
C: 4.170306 -15.463913 32.186486
C: 3.604781 -17.514035 40.503786
C: 3.467098 -16.045210 31.040059
C: 1.398520 -6.337352 41.162115
C: 4.366053 -8.391723 38.914318
C: 5.178914 -10.243369 34.544731
C: 1.929390 -14.744291 36.374925
C: 6.382745 -13.456716 35.804978
C: 2.673548 -9.437665 37.604662
C: 4.487397 -13.183920 39.316707
C: -1.948584 -9.509502 39.198787
C: 5.922728 -13.193937 39.904629
C: -1.987665 -16.187792 41.827895
C: 3.398648 -15.669961 42.059359
C: 2.254091 -7.098198 42.207237
C: -0.232836 -13.361494 43.497530
C: -2.459169 -12.860848 34.924303
C: -0.947702 -10.062174 40.245949
C: 4.746247 -17.439759 35.355470
C: 5.986083 -12.088914 42.013975
C: 5.701393 -12.234845 43.512216
C: -0.234285 -17.138185 31.621042
C: -0.478045 -14.944737 32.374592
C: 4.067862 -10.375922 32.480019
C: -0.449103 -9.701477 34.726960
C: -1.059602 -18.758022 38.126188
C: -0.025828 -18.697774 39.221064
C: -2.255988 -9.318697 43.758557
C: 4.922494 -17.980307 33.990615
C: 0.756808 -19.049799 44.376473
C: 6.003577 -7.022453 40.031258
C: -1.549952 -10.698155 34.402134
C: -1.972067 -14.178260 35.558767
C: 2.610061 -10.693753 41.855193
H: 3.043758 -10.427288 32.849715
H: -0.324178 -13.979017 42.603980
H: 3.976476 -9.745637 31.595436
H: 0.650714 -18.727014 45.412167
H: -1.788533 -9.847289 38.174884
H: 0.449680 -20.403670 31.491027
H: 1.040433 -19.149510 30.407840
H: 3.975187 -9.253281 42.867276
H: 2.779379 -10.504775 40.795141
H: -2.735055 -16.166247 41.034773
H: 5.221551 -18.077093 36.101124
H: 4.558287 -19.710191 39.483034
H: -0.819863 -13.890081 44.248579
H: -1.958860 -8.420149 39.162764
H: 7.677227 -10.154393 33.381769
H: 8.522580 -9.354036 34.694636
H: -0.885976 -14.260251 35.516549
H: 1.660222 -18.647226 43.918341
H: 6.564076 -7.949009 40.155526
H: 1.536125 -12.896414 35.282383
H: 1.018735 -18.798521 38.926391
H: 3.222763 -13.216296 35.469545
H: 3.725338 -17.249834 35.686817
H: 4.259967 -11.362202 32.057587
H: -2.327535 -14.172176 36.589162
H: 3.290179 -11.514166 42.084230
H: -1.153442 -15.625850 41.407884
H: 5.562422 -13.472121 35.087394
H: 6.601521 -12.440835 39.504388
H: 3.280165 -10.335167 37.483849
H: 2.831661 -15.286312 30.583555
H: 5.010688 -18.918087 38.042129
H: 2.166589 -9.259419 36.656323
H: 5.939350 -13.564112 36.794912
H: 0.921471 -20.122349 44.479515
H: -2.501095 -13.038520 33.849699
H: 2.670903 -9.518330 43.686987
H: 1.878409 -9.654018 38.318139
H: 3.859177 -12.429252 39.789910
H: -1.551859 -14.785375 32.276483
H: 6.686078 -6.227215 39.731461
H: -0.129151 -14.338207 33.210351
H: 4.381123 -12.881235 38.274991
H: 3.832024 -16.007206 43.000918
H: -0.579387 -19.379525 30.457549
H: 3.727430 -14.636837 41.946794
H: -0.189775 -17.762929 39.757035
H: 2.258980 -14.075490 34.327374
H: 4.235868 -16.449445 30.381516
H: 7.016501 -12.569951 35.815861
H: -2.930541 -9.781335 39.586060
H: 0.977122 -15.195340 36.095916
H: 0.005583 -14.570636 31.472244
H: 5.245803 -16.473306 35.288373
H: 0.102068 -9.870633 40.023727
H: -3.445773 -12.544653 35.263026
H: 7.350736 -8.479584 33.859258
H: -2.362159 -15.582991 42.653763
H: 5.730632 -6.797930 41.062374
H: 2.315335 -15.781241 42.105793
H: 2.736185 -15.470289 36.475478
H: 1.544926 -10.917847 41.913312
H: -2.465059 -14.987767 35.020485
H: 3.333477 -19.242250 38.223511
H: 2.888577 -16.849996 31.493632
H: -0.747532 -12.408325 43.376501
H: 4.078076 -14.193274 39.358541
H: 6.452549 -14.103665 39.622187
H: -0.403563 -19.454506 39.908655
H: -0.964659 -11.145379 40.366279

Atomic forces in eV per Å
-1.0 0.2 1.0
-0.8 -0.3 -0.7
0.2 0.7 1.3
-0.4 -0.6 1.1
0.1 -0.3 0.9
0.0 0.6 0.0
-0.5 0.6 0.4
-1.4 0.0 0.4
-0.1 -0.8 0.4
1.8 -1.5 -1.5
-0.5 0.9 -1.0
-0.3 -0.4 0.2
0.2 -0.1 0.3
-0.8 -0.1 -0.2
-0.9 0.0 -0.7
-1.1 1.7 -0.6
-1.3 -1.5 1.2
2.3 0.9 -0.4
-2.1 0.6 4.2
-1.2 2.2 -0.7
-0.6 0.0 1.7
0.0 -1.1 0.5
1.0 2.1 0.3
0.2 1.5 3.4
2.4 0.2 2.1
0.0 0.7 0.7
-0.6 -0.6 -1.3
-1.7 -2.7 -0.2
1.7 1.3 -1.6
1.4 1.6 0.0
0.8 -1.2 0.7
0.7 -2.4 1.7
1.8 3.7 1.1
-0.3 -0.6 -0.4
-0.6 3.5 -1.8
-2.7 -0.6 2.4
0.0 -0.7 -1.9
-0.1 0.1 0.9
0.2 0.3 1.3
-0.7 1.0 -2.0
0.2 0.2 0.3
2.8 0.2 1.2
-0.4 -0.2 -0.8
-2.9 3.3 0.7
-0.2 -0.2 0.0
1.7 -1.2 -0.6
0.0 -4.3 -2.6
1.5 -2.9 1.2
-3.1 0.0 -1.7
0.7 -1.5 -1.9
2.4 -3.1 -0.6
0.9 1.1 -0.4
0.4 1.0 -1.7
0.2 0.3 -2.3
-0.2 0.8 -2.6
0.2 -1.3 -1.7
0.3 0.7 0.8
-2.2 -0.4 3.0
0.5 0.1 0.9
2.2 0.3 0.7
-0.1 -2.0 1.1
1.3 -0.8 1.6
0.2 -0.2 -0.9
0.5 -0.7 0.2
-0.4 0.1 -0.1
0.5 0.2 -0.5
0.2 -0.2 0.8
-0.8 -0.2 -1.6
0.9 1.9 0.2
0.0 0.2 0.1
0.3 -1.1 1.6
-0.5 -0.5 0.6
0.0 -0.9 -0.9
-0.6 0.1 -0.8
0.7 0.3 -0.5
1.8 1.1 -2.4
0.9 0.5 -0.6
-0.4 -0.7 -4.3
0.1 1.1 -0.9
-0.8 -1.0 -1.8
-0.1 1.6 1.4
1.6 0.6 0.4
-2.0 -0.1 -0.2
1.2 0.4 -3.1
-1.0 -0.5 0.4
1.8 -0.3 0.6
0.8 -0.8 1.2
-3.2 -2.3 -1.8
-0.8 1.3 0.3
0.5 1.0 -0.4
0.5 0.3 1.2
0.4 0.3 0.1
0.6 0.5 0.3
-0.3 0.6 -0.2
0.0 -0.4 0.2
-0.1 0.7 1.1
0.6 0.0 0.3
0.5 0.4 -1.3
0.2 0.3 -0.1
-0.1 -1.2 0.2
0.2 0.1 -0.2
-0.6 -0.2 0.1
0.0 -0.1 0.1
0.4 0.0 0.2
0.3 0.2 -0.3
-0.5 -0.7 1.1
-0.1 -0.1 -0.1
0.1 0.2 0.3
0.0 -0.1 -0.5
-0.3 0.0 0.6
-0.4 -0.2 -0.1
0.1 -0.2 0.4
-0.1 -0.3 -0.6
0.1 -0.2 0.2
0.4 -0.4 0.1
-0.5 -0.1 0.5
0.2 0.0 0.0
0.3 0.3 -0.2
-0.5 0.7 0.6
0.4 0.4 0.2
0.1 -0.2 -0.2
0.0 0.2 0.0
0.4 0.4 0.1
0.1 -0.1 0.1
-0.5 -0.1 -0.6
-0.1 0.4 -0.1
-1.5 0.6 0.1
0.2 0.2 0.4
0.1 -0.3 0.5
-0.1 -0.4 -0.1
-0.4 -0.1 -0.6
0.1 -0.5 0.2
0.7 -0.1 -0.3
0.1 -0.5 -0.2
-0.5 -0.2 0.5
-0.4 -0.1 0.0
0.3 0.1 -0.2
0.2 -0.6 0.1
-0.4 0.0 -0.2
-0.5 0.3 -0.3
-0.2 -0.2 -0.5
0.0 -0.4 0.5
-0.1 0.1 -0.1
0.1 0.0 0.5
-0.1 0.7 0.2
0.0 -0.2 0.0
-0.6 0.0 -0.1
-0.1 -0.1 0.1
-0.7 0.2 -0.1
0.1 0.0 -0.1
-0.2 -0.3 -0.2
0.1 -0.4 0.5
0.2 -0.1 0.1
-0.5 0.5 0.6
-0.2 -0.2 -0.5
0.4 0.1 -0.2
-0.2 0.1 0.4
-0.3 -0.4 0.4
0.8 -0.3 0.2
-0.7 0.2 0.1